Density functional theory data (ωB97M-V with the def2-TZVPD basis set) for 2 unconnected molecules or ions with the total composition C2H4NS at a distorted geometry.

ORCA input file:
```
! RIJCOSX wB97M-V def2-TZVPD def2/J DEFGRID3
* xyz 1 1
C 0.39842 -0.53743 -0.70802
C 0.18237 0.69586 0.02551
N -0.41349 -0.49774 0.54970
S 2.00186 -0.01379 0.10376
H 0.12261 -0.71039 -1.71515
H -0.84309 2.72004 -0.24545
H -1.43670 -0.53806 0.55923
H -0.01198 -1.11849 1.43042
*
```

Values from the calculation:
M (g mol⁻¹): 74.13
Gap between HOMO and LUMO (alpha / beta) (eV): 9.003 / 6.777
Relative energy (zero: lowest compared OMol25 entry of this formula, charge and spin) (kJ/mol): 644.8